Below is an isolated molecule of C5H7N at a distorted geometry, with properties calculated with the ωB97M-V functional and the def2-TZVPD basis.

Calculated values
* E_LUMO: 1.1 eV
* energy above the lowest of the compared OMol25 structures with the same formula, charge and spin: 2.1122 eV
* charge: 0
* 2S+1: 1
* orbital gap: 9.899 eV
* E: -249.3956 hartree
* structure (SMILES): C1=C[C@@H]2N[C@@H]2C1

Each line ends with the Mulliken charge.
Geometry (Å):
1 C -1.2166 0.1677 0.1393  -0.821
2 H -2.2341 -0.0197 -0.2214  0.365
3 C 1.1154 0.0469 -0.5414  -0.075
4 C -0.4929 -1.0157 0.7473  -0.195
5 H 1.5944 -1.5750 0.9642  0.406
6 H 1.8482 -0.1577 -1.3160  0.419
7 N 0.9244 1.4610 -0.3051  -0.666
8 H -1.3152 0.9763 0.8843  0.220
9 H 0.6901 1.6296 0.6753  0.302
10 H -0.5358 0.6267 -1.9338  0.348
11 H -1.0100 -1.7921 1.2910  0.396
12 C 0.8224 -0.9649 0.5113  -0.637
13 C -0.1954 0.6170 -0.8934  -0.062